Record 1
# C38H35ClN2Si2W

A molecular structure, C38H35ClN2Si2W in a non-equilibrium geometry (ωB97M-V/def2-TZVPD, the Open Molecules 2025 dataset).

Atoms and positions in Å:
1 C 0.09799 -1.33067 1.07575
2 C 1.41208 -0.79116 1.00350
3 C 1.42225 0.43161 1.73809
4 H 2.27444 -1.27421 0.58526
5 C 0.10199 0.66982 2.23325
6 C -0.71962 -0.42773 1.82737
7 H -1.73712 -0.61992 2.17309
8 H -0.20688 -2.30703 0.73972
9 H 2.29457 1.03057 1.99108
10 H -0.20191 1.49912 2.89292
11 W -0.01643 0.58773 0.00924
12 Si 2.56223 4.59977 -1.25613
13 C 3.66130 3.08789 -1.62521
14 C 4.39139 3.12356 -2.83095
15 H 4.30563 4.03791 -3.43028
16 C 5.27048 2.10103 -3.21818
17 H 5.79880 2.20081 -4.17491
18 C 5.48888 0.98299 -2.40726
19 H 6.13143 0.17157 -2.77132
20 C 4.85077 0.94483 -1.17299
21 H 5.10057 0.13037 -0.49119
22 C 3.95249 1.97378 -0.81066
23 H 3.62455 1.91760 0.22856
24 C 2.22522 4.11477 0.58824
25 C 3.41879 3.95132 1.51866
26 H 4.46085 3.30365 1.28371
27 C 3.18831 3.58552 2.95355
28 H 4.04422 3.22534 3.52313
29 C 1.97189 3.73382 3.56635
30 H 1.83474 3.53060 4.64812
31 C 0.89688 4.11827 2.75549
32 H -0.06793 4.29462 3.26124
33 C 1.02789 4.26045 1.34177
34 H 0.16444 4.66853 0.81466
35 H 1.17111 1.82560 -0.18990
36 Si 5.03560 4.86767 1.26380
37 C 4.60963 6.44701 2.04640
38 C 5.71866 7.11452 2.63269
39 H 6.72064 7.09465 2.18607
40 C 5.46946 7.75000 3.83872
41 H 6.30075 8.04971 4.45659
42 C 4.16986 7.95353 4.30427
43 H 3.98777 8.30739 5.31397
44 C 3.11301 7.68798 3.43471
45 H 2.10215 7.95154 3.73248
46 C 3.32927 7.05290 2.21329
47 H 2.51781 7.01335 1.46904
48 C 6.35124 4.91726 -0.18662
49 C 7.45087 4.13374 0.24408
50 H 7.50644 3.73504 1.28254
51 C 8.53764 3.82019 -0.59333
52 H 9.23818 3.06694 -0.24707
53 C 8.69194 4.37656 -1.85205
54 H 9.48894 4.05064 -2.52374
55 C 7.73775 5.33181 -2.22775
56 H 7.88274 5.82403 -3.20574
57 C 6.61026 5.63214 -1.41826
58 H 6.00816 6.48712 -1.79365
59 H 1.42743 4.33584 -2.12826
60 Cl -0.27248 2.11610 -1.95849
61 N -2.11124 1.04783 -0.00271
62 C -2.79234 0.31653 -1.04649
63 C -4.11586 0.54607 -1.32955
64 C -4.72139 -0.20501 -2.37289
65 C -3.97555 -1.08423 -3.13657
66 C -2.58014 -1.27136 -2.88437
67 C -1.71148 -2.10067 -3.66549
68 C -0.37953 -2.18487 -3.33458
69 C 0.11969 -1.48660 -2.22597
70 N -0.71453 -0.79272 -1.42789
71 C -2.02448 -0.60821 -1.77225
72 H -2.05621 2.07417 -0.22318
73 H -2.59108 1.01424 0.90285
74 H -4.69138 1.26967 -0.74743
75 H -5.78780 -0.08176 -2.56468
76 H -4.44091 -1.66608 -3.94409
77 H -2.14437 -2.65032 -4.51820
78 H 0.31009 -2.79207 -3.91040
79 H 1.19116 -1.47781 -1.98804

Output
HOMO energy (spin up / spin down)	-12.2 / -12.7	eV
2S+1	3
energy above the lowest of the compared OMol25 structures with the same formula, charge and spin	147.4	kcal/mol
net charge	+2

Atom charges from the Mulliken analysis, given in e for atoms 1 to 5: number 1, C, carries -0.267; number 2, C, carries -1.165; number 3, C, carries 0.093; number 4, H, carries 0.548; number 5, C, carries -0.500


Record 2
# C38H35GeN3O2V

A molecular structure, C38H35GeN3O2V in a non-equilibrium geometry (ωB97M-V/def2-TZVPD, the Open Molecules 2025 dataset).

Atoms and positions in Å:
1 V 0.16866 -0.16067 -0.12638
2 N 0.93603 2.80088 0.97548
3 C -0.40500 2.67135 0.64175
4 C -1.23815 3.75341 0.93580
5 C -2.55839 3.69837 0.57520
6 C -3.05250 2.57136 -0.08958
7 C -2.19901 1.54119 -0.33636
8 N -0.87836 1.56207 0.04817
9 C 2.02061 1.93766 0.92576
10 C 3.29086 2.45025 1.20482
11 C 4.36361 1.59816 1.18254
12 C 4.17827 0.23700 0.89984
13 C 2.91006 -0.19168 0.65412
14 N 1.83518 0.64953 0.64392
15 H 1.17460 3.72883 1.28748
16 H -0.83340 4.62045 1.44117
17 H -3.21006 4.53237 0.80295
18 H -4.08140 2.50516 -0.41060
19 H -2.52068 0.64245 -0.84010
20 H 3.41242 3.50426 1.42025
21 H 5.35483 1.98519 1.38296
22 H 5.00347 -0.45933 0.88121
23 H 2.70266 -1.22802 0.42014
24 C -0.81592 -3.22701 -7.48051
25 C -0.71313 -2.73410 -6.06336
26 C 0.25033 -1.79713 -5.70743
27 C 0.38137 -1.33249 -4.40983
28 C 1.44806 -0.29596 -4.14960
29 C -0.51580 -1.82110 -3.43848
30 C -1.53589 -2.73898 -3.77857
31 C -2.55083 -3.27864 -2.80110
32 C -1.59533 -3.18439 -5.08609
33 C -0.35913 -1.42291 -2.05642
34 O -1.29729 -1.24370 -1.21214
35 O 0.84700 -1.15352 -1.56368
36 H 0.09984 -3.03579 -8.03684
37 H -1.63329 -2.71930 -7.99718
38 H -1.02524 -4.29574 -7.51278
39 H 0.91997 -1.41411 -6.46933
40 H 1.62402 0.27829 -5.05728
41 H 2.39123 -0.76017 -3.85926
42 H 1.17338 0.40749 -3.36681
43 H -2.11281 -3.54889 -1.84253
44 H -3.02032 -4.16765 -3.21785
45 H -3.33800 -2.54710 -2.60839
46 H -2.35530 -3.90979 -5.35365
47 C -5.34374 -0.85336 2.28646
48 C -4.97396 -1.35655 1.04243
49 C -3.64310 -1.63386 0.77583
50 C -2.67020 -1.40970 1.76133
51 C -3.05024 -0.89750 3.00718
52 C -4.38803 -0.62615 3.26606
53 Ge -0.87423 -1.92588 1.49458
54 C 0.33202 -1.28664 2.82709
55 C 0.24277 0.03204 3.29428
56 C 1.04877 0.46189 4.33405
57 C 1.95123 -0.42440 4.91696
58 C 2.04389 -1.73338 4.46548
59 C 1.24379 -2.16959 3.41552
60 C -0.52080 -3.65221 0.82890
61 C 0.77813 -4.05914 0.50277
62 C 1.01322 -5.34832 0.05221
63 C -0.04680 -6.23985 -0.06850
64 C -1.33845 -5.84777 0.25748
65 C -1.58149 -4.55464 0.69732
66 H -6.38565 -0.64531 2.49420
67 H -5.72695 -1.53871 0.28623
68 H -3.36241 -2.02290 -0.19385
69 H -2.31636 -0.72984 3.78548
70 H -4.68353 -0.24580 4.23524
71 H -0.47929 0.72237 2.86686
72 H 0.96725 1.47491 4.70726
73 H 2.57497 -0.09422 5.73778
74 H 2.73418 -2.42136 4.93604
75 H 1.31804 -3.19514 3.07753
76 H 1.61459 -3.37625 0.59746
77 H 2.01743 -5.66257 -0.19985
78 H 0.13719 -7.24913 -0.41385
79 H -2.15638 -6.55095 0.17011
80 H -2.59173 -4.26102 0.95508

Output
HOMO energy (spin up / spin down)	-13.5 / -13.5	eV
2S+1	4
net charge	+2

Atom charges from the Mulliken analysis, given in e for atoms 1 to 5: number 1, V, carries -0.062; number 2, N, carries 0.214; number 3, C, carries 0.494; number 4, C, carries -1.096; number 5, C, carries -0.472


Record 3
# C38H35INNiP2S

A molecular structure, C38H35INNiP2S (ωB97M-V/def2-TZVPD, the Open Molecules 2025 dataset).

Atoms and positions in Å:
1 Ni -0.98061 -1.26813 0.76221
2 C 2.68812 5.54041 -0.55308
3 S 2.06136 5.40519 -2.23611
4 C 0.97569 3.97029 -2.06755
5 C 1.71370 2.64315 -1.94296
6 C 0.76625 1.43269 -1.94684
7 N 0.49307 0.81593 -0.63563
8 P -0.97610 0.97540 0.25361
9 C -2.28361 1.31371 -0.94463
10 C -2.91744 0.23678 -1.56833
11 C -3.87195 0.46610 -2.54577
12 C -4.19891 1.76759 -2.90223
13 C -3.57665 2.84149 -2.28176
14 C -2.62046 2.61883 -1.30336
15 C -0.90298 2.45099 1.29288
16 C -2.01041 2.67027 2.11590
17 C -2.03469 3.74755 2.98309
18 C -0.94687 4.60889 3.04427
19 C 0.15655 4.39376 2.23441
20 C 0.18140 3.31701 1.35747
21 P 0.88948 -0.77586 -0.14344
22 C 2.14457 -1.44955 -1.25979
23 C 3.30894 -0.68677 -1.41490
24 C 4.34316 -1.14654 -2.20679
25 C 4.23468 -2.38194 -2.83791
26 C 3.09759 -3.15194 -2.66298
27 C 2.05071 -2.68901 -1.87562
28 C 1.74363 -0.64663 1.44293
29 C 2.20559 0.55316 1.96958
30 C 2.78573 0.58368 3.23001
31 C 2.90639 -0.58541 3.96617
32 C 2.45376 -1.78915 3.44039
33 C 1.86999 -1.82023 2.18618
34 H 3.36809 6.38970 -0.53793
35 H 3.24442 4.65178 -0.25246
36 H 1.87387 5.73302 0.14224
37 H 0.37557 3.96648 -2.98006
38 H 0.28622 4.12992 -1.23382
39 H 2.33538 2.62723 -1.04398
40 H 2.39922 2.55881 -2.78870
41 H 1.17237 0.65471 -2.59088
42 H -0.19538 1.71512 -2.38585
43 H -2.66773 -0.78022 -1.28255
44 H -4.36684 -0.36856 -3.02373
45 H -4.94760 1.94585 -3.66275
46 H -3.83814 3.85429 -2.55798
47 H -2.14507 3.45912 -0.81367
48 H -2.86091 1.99724 2.07152
49 H -2.89698 3.91496 3.61434
50 H -0.96020 5.44877 3.72614
51 H 1.00319 5.06534 2.28858
52 H 1.04157 3.15578 0.72428
53 H 3.41371 0.26347 -0.90487
54 H 5.23759 -0.54960 -2.32377
55 H 5.04522 -2.74543 -3.45506
56 H 3.01864 -4.12135 -3.13611
57 H 1.17880 -3.31075 -1.73023
58 H 2.11656 1.46392 1.39388
59 H 3.14356 1.52072 3.63554
60 H 3.35621 -0.56032 4.94974
61 H 2.55176 -2.70273 4.01124
62 H 1.51366 -2.76113 1.77962
63 I -2.36869 -1.70467 2.78897
64 C -2.50917 -3.72013 2.21195
65 C -3.14425 -4.63302 2.99863
66 C -3.30785 -5.94434 2.51101
67 C -2.88922 -6.26290 1.25051
68 C -2.25714 -5.30537 0.42225
69 C -1.92462 -5.60241 -0.92037
70 C -1.39360 -4.63693 -1.72160
71 C -1.08503 -3.36199 -1.19359
72 C -1.33111 -3.02348 0.12007
73 C -2.00028 -4.00235 0.92319
74 H -3.53096 -4.36067 3.97138
75 H -3.79570 -6.68325 3.13170
76 H -3.05513 -7.25738 0.85564
77 H -2.13075 -6.59380 -1.30336
78 H -1.17959 -4.84543 -2.76210
79 H -0.64334 -2.63974 -1.86636

Output
HOMO energy	-10.6	eV
energy above the lowest of the compared OMol25 structures with the same formula, charge and spin	25.2	kcal/mol
net charge	+1

Atom charges from the Mulliken analysis, given in e for atoms 1 to 5: number 1, Ni, carries -0.587; number 2, C, carries -0.652; number 3, S, carries -0.088; number 4, C, carries -0.365; number 5, C, carries -0.459


Values of electronic energy, in order: -73036.4599; -130731.7929; -120016.0853, all in eV.